(1)
Below is a structure of composition C57H50GaN6OPTe, with properties calculated with ωB97M-V/def2-TZVPD.

The calculated total energy is -5139.6951 Eh. The frontier orbital gap is 0.2878 Ha. The charge is +2. The HOMO energy is -0.4673 hartree.

CARTESIAN COORDINATES (ANGSTROEM)
Ga 0.584 -0.128 0.074
C -1.358 -0.256 5.194
N -0.328 -0.220 4.148
C -0.553 -0.178 2.816
N 0.603 -0.088 2.172
C 1.610 -0.051 3.111
C 1.034 -0.151 4.361
C 1.663 -0.137 5.696
C 1.311 -1.072 6.670
C 1.927 -1.057 7.914
C 2.903 -0.111 8.193
C 3.261 0.822 7.227
C 2.644 0.812 5.985
C 3.059 0.028 2.802
C 3.608 1.175 2.236
C 4.973 1.258 2.009
C 5.800 0.192 2.343
C 5.258 -0.956 2.908
C 3.891 -1.034 3.144
P -2.174 -0.190 1.981
C -1.817 1.242 0.902
N -0.682 1.442 0.242
C -0.708 2.708 -0.317
C -1.912 3.282 0.028
N -2.591 2.338 0.780
C -3.880 2.552 1.453
C -2.486 4.610 -0.272
C -1.819 5.770 0.116
C -2.347 7.013 -0.198
C -3.546 7.106 -0.894
C -4.221 5.954 -1.275
C -3.692 4.708 -0.967
C 0.424 3.243 -1.106
C 1.720 2.794 -0.853
C 2.792 3.242 -1.610
C 2.585 4.155 -2.631
C 1.303 4.629 -2.878
C 0.231 4.179 -2.124
C -1.791 -1.544 0.825
N -0.637 -1.735 0.187
C -0.664 -2.999 -0.379
C -1.899 -3.553 -0.098
N -2.577 -2.625 0.662
C -3.943 -2.784 1.184
C -2.505 -4.826 -0.546
C -2.973 -5.767 0.370
C -3.526 -6.960 -0.076
C -3.613 -7.218 -1.437
C -3.150 -6.282 -2.354
C -2.599 -5.090 -1.912
C 0.458 -3.662 -1.082
C 0.673 -5.027 -0.876
C 1.675 -5.696 -1.559
C 2.488 -5.013 -2.456
C 2.304 -3.651 -2.645
C 1.300 -2.983 -1.958
H -2.270 0.201 4.825
H -1.005 0.301 6.055
H -1.571 -1.277 5.498
H 0.580 -1.842 6.448
H 1.647 -1.789 8.662
H 3.390 -0.104 9.162
H 4.021 1.564 7.442
H 2.919 1.547 5.238
H 2.967 2.014 2.000
H 5.400 2.160 1.584
H 6.868 0.262 2.173
H 5.901 -1.788 3.170
H 3.462 -1.924 3.595
H -4.108 3.610 1.439
H -3.820 2.218 2.484
H -4.676 2.010 0.947
H -0.889 5.694 0.668
H -1.821 7.911 0.102
H -3.954 8.079 -1.139
H -5.158 6.024 -1.814
H -4.207 3.807 -1.289
H 1.915 2.131 -0.024
H 3.793 2.891 -1.388
H 3.420 4.505 -3.227
H 1.135 5.350 -3.669
H -0.764 4.543 -2.346
H -4.468 -3.502 0.565
H -4.465 -1.834 1.144
H -3.927 -3.144 2.210
H -2.878 -5.582 1.436
H -3.882 -7.690 0.640
H -4.042 -8.150 -1.784
H -3.221 -6.482 -3.415
H -2.236 -4.356 -2.623
H 0.066 -5.569 -0.162
H 1.824 -6.756 -1.390
H 3.270 -5.538 -2.993
H 2.949 -3.108 -3.327
H 1.181 -1.920 -2.107
C 3.388 -0.425 -0.980
O 2.287 -0.429 -0.114
H 3.636 0.591 -1.296
H 3.211 -1.035 -1.865
H 4.235 -0.839 -0.433
C -1.378 1.608 -3.751
Te -0.905 -0.162 -2.656
C 0.077 -0.835 -4.434
C -0.181 0.221 -5.482
C 0.287 0.036 -6.783
C 0.082 1.009 -7.745
C -0.591 2.180 -7.416
C -1.060 2.369 -6.127
C -0.860 1.389 -5.154
H -0.913 2.470 -3.282
H -2.460 1.734 -3.730
H -0.343 -1.801 -4.703
H 1.139 -0.963 -4.238
H 0.813 -0.877 -7.041
H 0.448 0.857 -8.754
H -0.754 2.945 -8.166
H -1.591 3.281 -5.871

Results of the Löwdin charge analysis, in e, for atoms 1 through 2:
1 Ga 0.326
2 C 0.007

(2)
Below is a structure of composition C57H50O2P2PbSSi in a non-equilibrium geometry, with properties calculated with ωB97M-V/def2-TZVPD.

The calculated total energy is -3915.4173 Eh. The frontier orbital gap is 0.2654 Ha. The charge is +2. The HOMO energy is -0.4637 hartree.

CARTESIAN COORDINATES (ANGSTROEM)
Pb -0.401 1.431 -0.143
O 0.505 0.690 2.013
S 0.296 -0.819 1.925
C 1.726 -1.532 2.715
C 1.614 -2.451 3.734
C 2.724 -3.108 4.280
C 3.959 -2.837 3.753
C 5.309 -3.391 4.076
C 6.279 -2.663 3.118
C 5.407 -1.772 2.292
C 5.688 -0.907 1.269
C 4.626 -0.243 0.653
C 3.290 -0.384 1.016
P 2.222 0.595 -0.139
C 2.947 -0.038 -1.699
C 2.582 -1.345 -2.005
C 3.097 -1.968 -3.124
C 3.987 -1.290 -3.941
C 4.372 0.004 -3.626
C 3.852 0.636 -2.509
C 2.872 2.281 0.080
C 2.570 3.217 -0.910
C 3.061 4.505 -0.815
C 3.827 4.876 0.281
C 4.083 3.962 1.291
C 3.602 2.667 1.198
C 2.973 -1.235 2.108
C 4.067 -1.912 2.694
C -1.043 -1.121 3.062
C -1.004 -0.826 4.406
C -2.054 -1.186 5.268
C -3.093 -1.930 4.767
C -4.310 -2.533 5.397
C -4.959 -3.389 4.281
C -4.194 -3.050 3.043
C -4.342 -3.399 1.726
C -3.495 -2.816 0.777
C -2.444 -1.973 1.107
P -1.642 -1.082 -0.288
C -3.132 -0.796 -1.304
C -3.533 -1.555 -2.396
C -4.749 -1.293 -3.004
C -5.565 -0.279 -2.527
C -5.172 0.477 -1.433
C -3.965 0.211 -0.820
C -0.743 -2.416 -1.131
C -0.502 -2.320 -2.500
C 0.065 -3.386 -3.173
C 0.422 -4.530 -2.478
C 0.233 -4.605 -1.107
C -0.348 -3.550 -0.428
C -2.165 -1.746 2.478
C -3.115 -2.224 3.393
H 0.639 -2.683 4.132
H 2.587 -3.797 5.096
H 5.567 -3.231 5.124
H 5.314 -4.470 3.908
H 7.021 -2.081 3.666
H 6.823 -3.362 2.480
H 6.692 -0.739 0.911
H 4.879 0.410 -0.172
H 1.898 -1.867 -1.347
H 2.805 -2.980 -3.354
H 4.384 -1.773 -4.821
H 5.086 0.519 -4.251
H 4.157 1.644 -2.268
H 1.961 2.922 -1.757
H 2.852 5.224 -1.595
H 4.217 5.879 0.352
H 4.662 4.252 2.154
H 3.795 1.964 1.995
H -0.133 -0.318 4.795
H -2.010 -0.911 6.309
H -4.068 -3.126 6.278
H -4.980 -1.733 5.722
H -4.867 -4.456 4.499
H -6.023 -3.184 4.167
H -5.123 -4.066 1.402
H -3.688 -3.029 -0.265
H -2.910 -2.360 -2.758
H -5.057 -1.891 -3.849
H -6.516 -0.090 -2.994
H -5.806 1.266 -1.059
H -3.658 0.762 0.061
H -0.762 -1.417 -3.034
H 0.217 -3.329 -4.240
H 0.855 -5.367 -3.004
H 0.519 -5.497 -0.570
H -0.509 -3.605 0.640
C -0.336 1.353 -3.641
O -0.707 2.264 -2.623
H -0.101 1.874 -4.566
H -1.163 0.666 -3.837
H 0.551 0.796 -3.333
C -2.702 3.421 -4.413
Si -1.355 3.778 -3.120
C 0.085 4.829 -3.782
C -2.183 4.489 -1.581
C -2.183 5.863 -1.361
C -2.910 6.425 -0.325
C -3.649 5.619 0.526
C -3.671 4.251 0.322
C -2.956 3.701 -0.729
H -3.090 4.350 -4.818
H -3.541 2.891 -3.961
H -2.356 2.826 -5.254
H -0.275 5.730 -4.270
H 0.684 4.295 -4.516
H 0.752 5.135 -2.980
H -1.613 6.507 -2.010
H -2.900 7.494 -0.182
H -4.205 6.057 1.343
H -4.257 3.623 0.978
H -3.027 2.639 -0.922

Results of the Löwdin charge analysis, in e, for atoms 1 through 2:
1 Pb 1.302
2 O -0.688

(3)
Below is a structure of composition C57H52InN5O4PSTe in a non-equilibrium geometry, with properties calculated with ωB97M-V/def2-TZVPD.

The calculated total energy is -3975.8244 Eh. The frontier orbital gap is 0.2633 Ha. The charge is -1. The HOMO energy is -0.1842 hartree.

CARTESIAN COORDINATES (ANGSTROEM)
In -0.015 -0.323 0.048
C 3.204 3.971 -5.379
C 2.635 3.302 -4.151
C 3.298 3.284 -2.945
C 2.759 2.750 -1.765
C 3.749 2.807 -0.638
O 4.923 2.628 -0.914
C 3.433 3.222 0.772
C 2.179 3.617 1.220
C 2.010 4.046 2.532
C 3.091 4.109 3.398
C 4.355 3.748 2.948
C 4.519 3.309 1.647
C 1.455 2.157 -1.776
O 0.883 1.632 -0.731
C 0.801 2.160 -3.049
C 1.383 2.699 -4.181
C -0.598 1.655 -3.264
N -0.747 0.450 -3.650
C -1.985 -0.064 -4.219
C -1.683 -0.885 -5.486
Te -0.350 -2.535 -5.086
C 1.043 -2.062 -6.606
C 2.403 -2.174 -6.325
C 3.347 -1.947 -7.317
C 2.943 -1.595 -8.597
C 1.589 -1.470 -8.880
C 0.644 -1.708 -7.891
C -1.689 2.683 -3.163
C -2.972 2.322 -2.752
C -3.987 3.267 -2.692
C -3.741 4.583 -3.054
C -2.463 4.958 -3.444
C -1.442 4.021 -3.484
H 4.145 4.469 -5.144
H 2.507 4.721 -5.763
H 3.383 3.250 -6.181
H 4.298 3.697 -2.880
H 1.335 3.585 0.552
H 1.028 4.342 2.872
H 2.950 4.450 4.417
H 5.209 3.822 3.611
H 5.493 3.033 1.270
H 0.838 2.657 -5.122
H -2.669 0.745 -4.484
H -2.479 -0.706 -3.483
H -1.200 -0.250 -6.229
H -2.604 -1.284 -5.906
H 2.723 -2.434 -5.321
H 4.401 -2.045 -7.086
H 3.680 -1.425 -9.372
H 1.267 -1.206 -9.880
H -0.411 -1.620 -8.127
H -3.166 1.308 -2.441
H -4.977 2.968 -2.368
H -4.541 5.313 -3.026
H -2.259 5.987 -3.715
H -0.446 4.321 -3.776
C 0.681 -5.002 0.580
C 2.092 -5.407 0.938
C 2.381 -6.758 1.114
C 3.656 -7.189 1.449
C 4.670 -6.259 1.610
C 4.402 -4.909 1.436
C 3.120 -4.463 1.111
P 2.710 -2.663 0.939
C 4.414 -1.975 1.112
C 4.830 -1.400 2.313
C 6.112 -0.892 2.462
C 6.995 -0.939 1.397
C 6.591 -1.503 0.199
C 5.315 -2.032 0.033
C 4.966 -2.661 -1.293
C 2.024 -2.341 2.610
C 2.076 -3.316 3.610
C 1.510 -3.117 4.858
C 0.843 -1.932 5.114
C 0.750 -0.968 4.130
C 1.338 -1.118 2.864
C 1.180 0.016 1.919
H -0.041 -5.666 1.057
H 0.529 -5.061 -0.501
H 0.454 -3.982 0.881
H 1.584 -7.484 0.993
H 3.855 -8.244 1.594
H 5.669 -6.578 1.883
H 5.197 -4.188 1.577
H 4.146 -1.361 3.151
H 6.411 -0.462 3.410
H 7.991 -0.525 1.493
H 7.281 -1.529 -0.638
H 5.820 -3.215 -1.689
H 4.696 -1.886 -2.012
H 4.121 -3.343 -1.208
H 2.592 -4.247 3.416
H 1.584 -3.886 5.618
H 0.391 -1.766 6.086
H 0.211 -0.049 4.333
H 2.106 0.360 1.454
H 0.675 0.857 2.392
O -1.260 4.371 0.920
C -1.565 3.237 0.848
N -1.997 2.124 0.844
O 1.486 -0.877 -1.916
H 0.963 -0.434 -2.624
H 1.236 -1.807 -1.971
C -5.879 -3.221 0.196
C -4.492 -2.862 0.651
C -4.237 -2.482 1.969
C -2.935 -2.151 2.278
N -1.964 -2.135 1.369
C -2.309 -2.473 0.114
S -1.065 -2.388 -1.094
N -3.526 -2.906 -0.257
H -6.208 -4.153 0.660
H -5.882 -3.336 -0.885
H -6.583 -2.438 0.481
H -5.026 -2.438 2.708
H -2.646 -1.873 3.288
N -3.048 0.416 -0.303
C -1.968 0.870 0.183
H -3.847 1.043 -0.170

Results of the Löwdin charge analysis, in e, for atoms 1 through 2:
1 In 0.708
2 C -0.062

(4)
Below is a structure of composition C57H53CrN4O2Si in a non-equilibrium geometry, with properties calculated with ωB97M-V/def2-TZVPD.

The calculated total energy is -3907.1935 Eh. The frontier orbital gap (alpha / beta) is 0.1047 / 0.1059 Ha. As for the spin multiplicity: 2. The HOMO energy (alpha / beta) is -0.1657 / -0.1671 hartree. As for the expectation value of S²: 0.85.

CARTESIAN COORDINATES (ANGSTROEM)
Cr 0.317 0.059 -0.006
C 0.576 6.080 -3.849
C 0.303 5.036 -2.807
C -0.539 5.254 -1.761
C -0.934 4.259 -0.805
C -1.855 4.767 0.108
N -2.589 4.268 1.114
C -2.879 2.896 1.416
C -4.270 2.512 0.894
C -4.692 1.133 1.377
N -3.832 0.133 0.813
C -4.129 -1.178 0.825
C -3.213 -2.199 0.585
C -3.670 -3.542 0.528
C -2.807 -4.598 0.353
C -3.312 -6.006 0.228
C -1.439 -4.350 0.279
C -0.922 -3.046 0.309
C 0.487 -2.852 0.242
N 1.101 -1.705 0.172
C 2.542 -1.780 0.215
C 3.232 -1.348 -1.086
C 2.403 -0.429 -1.986
N 1.504 0.500 -1.339
C 0.961 1.352 -2.378
C 0.568 2.764 -2.025
C 0.872 3.755 -2.920
C -0.338 2.937 -0.937
O -0.565 1.938 -0.162
C -1.803 -1.939 0.421
O -1.342 -0.721 0.403
H 0.107 7.027 -3.589
H 0.162 5.753 -4.804
H 1.648 6.231 -3.982
H -0.991 6.230 -1.661
H -2.010 5.835 0.010
H -3.191 4.935 1.576
H -2.835 2.775 2.502
H -2.098 2.287 0.959
H -4.264 2.521 -0.197
H -5.000 3.246 1.242
H -5.721 0.924 1.063
H -4.657 1.105 2.478
H -2.842 0.345 0.707
H -5.160 -1.432 1.030
H -4.733 -3.718 0.629
H -4.377 -6.061 0.440
H -2.776 -6.666 0.906
H -3.139 -6.371 -0.785
H -0.756 -5.181 0.178
H 1.078 -3.770 0.289
H 2.877 -2.797 0.462
H 2.869 -1.117 1.013
H 3.482 -2.230 -1.681
H 4.170 -0.853 -0.824
H 1.803 -1.049 -2.680
H 3.123 0.130 -2.611
H 1.671 1.409 -3.223
H 1.519 3.538 -3.759
C -2.485 2.142 4.940
C -2.501 0.917 4.290
C -1.457 0.562 3.452
C -0.356 1.399 3.269
C -0.355 2.613 3.948
C -1.408 2.993 4.761
Si 1.131 0.875 2.158
C 2.257 2.441 2.260
C 1.929 3.588 1.539
C 2.703 4.733 1.593
C 3.853 4.758 2.365
C 4.186 3.641 3.111
C 3.387 2.511 3.072
C 2.038 -0.362 3.344
C 1.375 -0.957 4.413
C 2.043 -1.721 5.354
C 3.407 -1.929 5.243
C 4.084 -1.386 4.166
C 3.408 -0.614 3.238
H -3.308 2.429 5.581
H -3.333 0.240 4.436
H -1.499 -0.386 2.935
H 0.490 3.274 3.838
H -1.385 3.952 5.260
H 1.040 3.593 0.930
H 2.412 5.606 1.025
H 4.477 5.641 2.393
H 5.075 3.650 3.728
H 3.652 1.676 3.700
H 0.314 -0.794 4.532
H 1.500 -2.141 6.188
H 3.935 -2.494 5.998
H 5.147 -1.550 4.061
H 3.979 -0.170 2.434
C -0.307 0.831 -2.915
C -1.344 0.880 -3.556
C -2.400 0.922 -4.446
C -2.201 0.147 -5.670
C -1.915 -1.218 -5.590
C -1.737 -1.967 -6.735
C -1.844 -1.371 -7.982
C -2.079 -0.009 -8.073
C -2.241 0.749 -6.931
C -3.478 1.830 -4.250
C -4.502 2.004 -5.204
C -5.450 2.989 -5.047
C -5.451 3.798 -3.919
C -4.505 3.580 -2.924
C -3.531 2.622 -3.082
H -1.847 -1.681 -4.614
H -1.536 -3.025 -6.661
H -1.743 -1.967 -8.876
H -2.129 0.466 -9.043
H -2.370 1.820 -6.999
H -4.525 1.369 -6.077
H -6.196 3.149 -5.814
H -6.181 4.590 -3.814
H -4.528 4.188 -2.027
H -2.769 2.482 -2.328

Results of the Löwdin charge analysis, in e, for atoms 1 through 2:
1 Cr 0.608
2 C -0.047